# 1
Below is a cluster of 3 separate species, C3H9N2O2 in total, with properties calculated with the ωB97M-V functional and the def2-TZVPD basis.

The HOMO energy (alpha / beta) comes out at -11.706 / -13.719 eV. Its total energy is -379.2122 a.u. Its spin multiplicity is 3. The HOMO-LUMO gap (alpha / beta) comes out at 8.15 / 4.57 eV. The net charge is +1.

Bonds (Å) are listed after each position.
Atoms and positions in Å:
1 C -2.817 0.372 1.675  O6 1.151
2 C 1.680 1.518 0.017  N5 1.375, H8 1.093, H9 1.205, H10 1.012
3 C 0.935 -0.009 -1.787  N5 1.419, H11 1.069, H12 1.122, H13 1.166
4 N -1.729 -1.753 1.084  H14 1.008, H15 1.042, H16 0.968
5 N 1.239 0.297 -0.435  C2 1.375, C3 1.419, O7 1.222
6 O -3.843 0.380 2.195  C1 1.151
7 O 1.001 -0.673 0.269  N5 1.222
8 H 1.854 1.520 1.097  C2 1.093
9 H 2.731 2.021 -0.289  C2 1.205
10 H 1.096 2.312 -0.213  C2 1.012
11 H 0.083 0.573 -2.066  C3 1.069
12 H 1.810 0.219 -2.450  C3 1.122
13 H 0.635 -1.136 -1.815  C3 1.166
14 H -1.763 -2.622 1.595  N4 1.008
15 H -0.784 -1.347 0.918  N4 1.042
16 H -2.127 -1.672 0.205  N4 0.968



# 2
Below is the molecule C4H8N2, with properties calculated with the ωB97M-V functional and the def2-TZVPD basis.

The HOMO energy comes out at -8.301 eV. Its total energy is -266.6486 a.u. The HOMO-LUMO gap comes out at 9.28 eV. The net charge is 0.

Bonds (Å) are listed after each position.
Atoms and positions in Å:
1 C 0.705 -0.688 -1.210  C2 1.506, N6 1.543, H7 1.104, H8 1.109
2 C 0.924 0.106 0.052  C1 1.506, C3 1.541, H10 1.085, H11 1.097
3 C -0.418 0.013 0.805  C2 1.541, N4 1.454, C5 1.545, H12 1.102
4 N -0.486 1.053 1.819  C3 1.454, H13 1.016, H14 1.014
5 C -1.517 -0.080 -0.276  C3 1.545, N6 1.320
6 N -0.824 -0.506 -1.315  C1 1.543, C5 1.320, H9 1.003
7 H 0.977 -1.754 -1.128  C1 1.104
8 H 1.252 -0.294 -2.090  C1 1.109
9 H -1.079 -0.663 -2.272  N6 1.003
10 H 1.730 -0.248 0.687  C2 1.085
11 H 1.106 1.154 -0.216  C2 1.097
12 H -0.463 -0.953 1.334  C3 1.102
13 H -0.630 1.956 1.376  N4 1.016
14 H -1.277 0.902 2.435  N4 1.014



# 3
Below is a cluster of 7 separate species, C47H47FNO24 in total, with properties calculated with the ωB97M-V functional and the def2-TZVPD basis.

The HOMO energy comes out at -2.266 eV. Its total energy is -3779.5127 a.u. The HOMO-LUMO gap comes out at 2.06 eV. The net charge is -1.

Bonds (Å) are listed after each position.
Atoms and positions in Å:
1 C -1.371 0.398 -0.416  C2 1.523, H14 1.092, H15 1.095, H16 1.100
2 C -2.136 -0.548 -1.333  C1 1.523, C3 1.545, H17 1.097, H18 1.100
3 C -1.354 -0.946 -2.604  C2 1.545, C4 1.552, H19 1.100, H20 1.095
4 C -1.817 -0.307 -3.941  C3 1.552, C5 1.541, H21 1.100, H22 1.099
5 C -1.031 0.959 -4.331  C4 1.541, C6 1.543, H23 1.097, H24 1.101
6 C 0.489 0.752 -4.496  C5 1.543, C7 1.554, H25 1.098, H26 1.098
7 C 1.383 1.783 -3.752  C6 1.554, C8 1.497, H27 1.103, H28 1.111
8 C 0.920 2.266 -2.414  C7 1.497, F9 1.508, C10 1.500
9 F 1.366 1.207 -1.437  C8 1.508
10 C 1.576 3.529 -1.939  C8 1.500, C11 1.541, H29 1.109, H30 1.108
11 C 0.724 4.559 -1.174  C10 1.541, C12 1.536, H31 1.100, H32 1.101
12 C -0.460 5.198 -1.915  C11 1.536, N13 1.463, H33 1.101, H34 1.110
13 N -1.684 4.399 -1.986  C12 1.463, H35 1.012, H36 1.014
14 H -1.115 1.322 -0.937  C1 1.092
15 H -0.416 -0.041 -0.110  C1 1.095
16 H -1.943 0.629 0.495  C1 1.100
17 H -2.369 -1.453 -0.759  C2 1.097
18 H -3.086 -0.079 -1.630  C2 1.100
19 H -1.373 -2.042 -2.701  C3 1.100
20 H -0.304 -0.675 -2.456  C3 1.095
21 H -2.886 -0.059 -3.866  C4 1.100
22 H -1.739 -1.047 -4.751  C4 1.099
23 H -1.180 1.733 -3.567  C5 1.097
24 H -1.450 1.337 -5.276  C5 1.101
25 H 0.750 0.772 -5.562  C6 1.098
26 H 0.764 -0.256 -4.158  C6 1.098
27 H 1.531 2.663 -4.401  C7 1.103
28 H 2.381 1.307 -3.643  C7 1.111
29 H 2.415 3.253 -1.267  C10 1.109
30 H 2.029 4.063 -2.797  C10 1.108
31 H 0.372 4.129 -0.225  C11 1.100
32 H 1.392 5.392 -0.902  C11 1.101
33 H -0.140 5.421 -2.945  C12 1.101
34 H -0.650 6.169 -1.413  C12 1.110
35 H -1.841 3.906 -1.116  N13 1.012
36 H -2.473 5.019 -2.123  N13 1.014
37 C -6.202 -1.861 -4.928  C38 1.346, C43 1.434, H47 1.081
38 C -5.429 -2.191 -3.877  C37 1.346, C39 1.524, O46 1.315
39 C -5.965 -2.201 -2.450  C38 1.524, O40 1.216, C41 1.440
40 O -5.171 -2.556 -1.600  C39 1.216
41 C -7.330 -1.819 -2.200  C39 1.440, C42 1.341, H48 1.081
42 C -8.090 -1.485 -3.253  C41 1.341, C43 1.525, O45 1.321
43 C -7.568 -1.498 -4.685  C37 1.434, C42 1.525, O44 1.222
44 O -8.386 -1.184 -5.536  C43 1.222
45 O -9.358 -1.118 -3.182  C42 1.321, H49 0.981
46 O -4.162 -2.527 -3.980  C38 1.315, H50 0.979
47 H -5.828 -1.849 -5.942  C37 1.081
48 H -7.693 -1.816 -1.182  C41 1.081
49 H -9.625 -0.946 -4.110  O45 0.981
50 H -3.810 -2.674 -3.078  O46 0.979
51 C 4.824 -2.056 -2.669  C52 1.341, C57 1.446, H61 1.081
52 C 5.576 -2.615 -1.710  C51 1.341, C53 1.507, O60 1.332
53 C 5.102 -2.754 -0.287  C52 1.507, O54 1.243, C55 1.414
54 O 5.902 -3.326 0.473  C53 1.243
55 C 3.836 -2.241 0.080  C53 1.414, C56 1.361, H62 1.082
56 C 3.070 -1.644 -0.873  C55 1.361, C57 1.515, O59 1.305
57 C 3.509 -1.564 -2.321  C51 1.446, C56 1.515, O58 1.219
58 O 2.701 -1.110 -3.112  C57 1.219
59 O 1.898 -1.128 -0.623  C56 1.305, H63 0.989
60 O 6.797 -3.113 -1.902  C52 1.332, H64 0.980
61 H 5.153 -1.970 -3.695  C51 1.081
62 H 3.509 -2.320 1.108  C55 1.082
63 H 1.605 -0.589 -1.399  O59 0.989
64 H 7.076 -3.424 -1.016  O60 0.980
65 C 8.415 -0.160 3.558  C66 1.339, C71 1.448, H75 1.081
66 C 8.403 -0.104 4.895  C65 1.339, C67 1.520, O74 1.326
67 C 7.542 -1.021 5.750  C66 1.520, O68 1.226, C69 1.428
68 O 7.653 -0.854 6.959  C67 1.226
69 C 6.698 -1.980 5.111  C67 1.428, C70 1.353, H76 1.081
70 C 6.693 -2.058 3.760  C69 1.353, C71 1.538, O73 1.305
71 C 7.567 -1.131 2.899  C65 1.448, C70 1.538, O72 1.213
72 O 7.496 -1.272 1.696  C71 1.213
73 O 5.952 -2.917 3.115  C70 1.305, H77 0.997
74 O 9.124 0.735 5.626  C66 1.326, H78 0.981
75 H 9.023 0.493 2.948  C65 1.081
76 H 6.087 -2.624 5.728  C69 1.081
77 H 6.053 -2.886 2.123  O73 0.997
78 H 8.890 0.518 6.554  O74 0.981
79 C -3.143 9.136 -4.840  C80 1.347, C85 1.434, H89 1.081
80 C -2.910 8.238 -3.864  C79 1.347, C81 1.526, O88 1.313
81 C -3.971 7.869 -2.831  C80 1.526, O82 1.215, C83 1.447
82 O -3.666 7.034 -2.003  C81 1.215
83 C -5.259 8.525 -2.888  C81 1.447, C84 1.339, H90 1.081
84 C -5.479 9.418 -3.861  C83 1.339, C85 1.522, O87 1.324
85 C -4.428 9.770 -4.904  C79 1.434, C84 1.522, O86 1.222
86 O -4.775 10.596 -5.735  C85 1.222
87 O -6.609 10.087 -4.033  C84 1.324, H91 0.981
88 O -1.759 7.623 -3.720  C80 1.313, H92 0.977
89 H -2.395 9.396 -5.575  C79 1.081
90 H -6.002 8.266 -2.147  C83 1.081
91 H -6.455 10.645 -4.824  O87 0.981
92 H -1.796 7.021 -2.951  O88 0.977
93 C -1.095 -3.674 1.980  C94 1.346, C99 1.434, H103 1.081
94 C -2.350 -3.345 1.622  C93 1.346, C95 1.526, O102 1.313
95 C -3.299 -2.601 2.558  C94 1.526, O96 1.217, C97 1.442
96 O -4.410 -2.368 2.118  C95 1.217
97 C -2.835 -2.231 3.873  C95 1.442, C98 1.342, H104 1.081
98 C -1.578 -2.548 4.220  C97 1.342, C99 1.525, O101 1.320
99 C -0.638 -3.304 3.287  C93 1.434, C98 1.525, O100 1.223
100 O 0.468 -3.551 3.748  C99 1.223
101 O -1.030 -2.265 5.386  C98 1.320, H105 0.981
102 O -2.871 -3.612 0.447  C94 1.313, H106 0.981
103 H -0.417 -4.193 1.317  C93 1.081
104 H -3.508 -1.701 4.531  C97 1.081
105 H -0.098 -2.567 5.356  O101 0.981
106 H -3.775 -3.234 0.400  O102 0.981
107 C 1.526 -5.229 6.388  C108 1.341, C113 1.441, H117 1.081
108 C 1.619 -4.194 7.236  C107 1.341, C109 1.521, O116 1.324
109 C 2.176 -4.319 8.646  C108 1.521, O110 1.219, C111 1.441
110 O 2.209 -3.288 9.294  C109 1.219
111 C 2.617 -5.610 9.113  C109 1.441, C112 1.341, H118 1.081
112 C 2.520 -6.650 8.272  C111 1.341, C113 1.525, O115 1.321
113 C 1.973 -6.517 6.855  C107 1.441, C112 1.525, O114 1.219
114 O 1.956 -7.550 6.208  C113 1.219
115 O 2.883 -7.887 8.561  C112 1.321, H119 0.981
116 O 1.243 -2.957 6.951  C108 1.324, H120 0.980
117 H 1.150 -5.130 5.379  C107 1.081
118 H 3.007 -5.697 10.117  C111 1.081
119 H 2.701 -8.406 7.749  O115 0.981
120 H 1.448 -2.416 7.742  O116 0.980



What did the first record say?
Below is a cluster of 3 separate species, C3H9N2O2 in total, with properties calculated with the ωB97M-V functional and the def2-TZVPD basis.

The HOMO energy (alpha / beta) comes out at -11.706 / -13.719 eV. Its total energy is -379.2122 a.u. Its spin multiplicity is 3. The HOMO-LUMO gap (alpha / beta) comes out at 8.15 / 4.57 eV. The net charge is +1.

Bonds (Å) are listed after each position.
Atoms and positions in Å:
1 C -2.817 0.372 1.675  O6 1.151
2 C 1.680 1.518 0.017  N5 1.375, H8 1.093, H9 1.205, H10 1.012
3 C 0.935 -0.009 -1.787  N5 1.419, H11 1.069, H12 1.122, H13 1.166
4 N -1.729 -1.753 1.084  H14 1.008, H15 1.042, H16 0.968
5 N 1.239 0.297 -0.435  C2 1.375, C3 1.419, O7 1.222
6 O -3.843 0.380 2.195  C1 1.151
7 O 1.001 -0.673 0.269  N5 1.222
8 H 1.854 1.520 1.097  C2 1.093
9 H 2.731 2.021 -0.289  C2 1.205
10 H 1.096 2.312 -0.213  C2 1.012
11 H 0.083 0.573 -2.066  C3 1.069
12 H 1.810 0.219 -2.450  C3 1.122
13 H 0.635 -1.136 -1.815  C3 1.166
14 H -1.763 -2.622 1.595  N4 1.008
15 H -0.784 -1.347 0.918  N4 1.042
16 H -2.127 -1.672 0.205  N4 0.968